This record from OMol25 describes C5H9NO3 in the gas phase at a distorted geometry. The level of theory is ωB97M-V/def2-TZVPD.

Geometry as XYZ:
```
18
Properties=species:S:1:pos:R:3:forces:R:3
H -1.2889 0.4628 2.7274 0.323 -0.238 -0.103
N -0.8589 1.1620 2.1233 -0.447 0.296 -0.572
C -0.2326 0.6943 1.1261 1.438 -0.760 1.630
C 0.1820 -0.7854 0.9168 -0.565 0.930 -0.139
C -0.3472 -1.1805 -0.4617 -1.329 1.351 -0.227
C 0.7255 -1.3165 -1.5210 -0.300 0.055 0.198
O -1.2214 -0.0028 -0.8630 0.715 -1.397 -0.664
C 0.5054 1.6885 0.2570 -0.246 0.107 -0.401
O 1.6299 1.5344 -0.1435 0.060 -0.183 0.119
O -0.2427 2.7470 -0.0349 -0.311 0.374 -0.049
H -0.2709 -1.3801 1.7099 0.159 0.001 0.059
H 1.2703 -0.8444 0.9449 -0.025 -0.064 0.194
H -0.9852 -2.0724 -0.4105 0.183 0.189 -0.091
H 0.2641 -1.4189 -2.4959 -0.018 -0.122 -0.191
H 1.3346 -2.1962 -1.3040 -0.023 0.011 -0.043
H 1.3685 -0.4400 -1.5256 0.028 0.038 0.027
H -2.0583 0.0280 -0.3819 0.214 -0.373 0.047
H 0.2258 3.3202 -0.6634 0.144 -0.217 0.208
```
Positions in Å, forces in eV/Å.

The calculation puts the HOMO energy at -9.851 eV. The value obtained for the calculated total energy is -12962.99897 eV. The value obtained for the gap between HOMO and LUMO is 0.3894 Ha. The calculation puts the energy relative to the best compared isomer or geometry (same formula, charge and spin) at 164.7 kJ/mol. As for the structure (SMILES): [H]/N=C(\C[C@H](C)O)C(=O)O. As for the net charge: 0.

Atom charges from the natural (NBO) analysis, given in e for atoms 1 to 4: H 0.34; N -0.60; C 0.24; C -0.50

This record from OMol25 describes a 7-piece molecular cluster, C35H69Cl2NO22S overall. The level of theory is ωB97M-V/def2-TZVPD.

Geometry as XYZ:
```
130
Properties=species:S:1:pos:R:3:forces:R:3
C -3.2484 4.8789 -0.5346 0.086 -0.036 -0.029
C -2.5102 4.6853 -1.8694 -0.159 -0.128 0.007
C -1.2699 3.7899 -1.7833 0.093 0.208 0.092
C -0.0238 4.5441 -1.3066 0.058 -0.038 0.202
C 1.2907 3.8773 -1.7069 0.046 -0.098 0.114
C 1.4861 2.5395 -0.9891 0.112 0.048 -0.278
C 2.8890 1.9754 -1.2032 -0.087 0.047 -0.218
C 3.2442 0.5929 -0.6454 -0.435 0.140 0.423
C 4.7354 0.3126 -0.8846 0.117 -0.032 0.198
C 5.5504 -0.0823 0.3489 0.148 -0.022 -0.107
O 3.0263 0.7448 0.8194 0.258 0.147 -0.099
S 1.6589 0.1791 1.3355 0.084 -0.095 -0.366
O 0.7345 1.2162 1.6394 0.137 -0.306 0.276
O 1.9257 -0.8481 2.2780 -0.265 0.361 0.191
O 1.1997 -0.4414 -0.0689 -0.097 0.087 -0.113
C 2.3297 -0.6676 -0.9022 0.533 -0.457 -0.092
N 3.0539 -1.8197 -0.3326 -0.359 0.123 -0.291
C 2.2102 -3.0159 -0.0941 0.115 -0.177 -0.160
C 2.2997 -3.5709 1.3376 0.116 -0.268 -0.052
C 0.9324 -3.8671 1.9634 -0.030 0.114 0.002
C 1.8700 -1.0641 -2.3732 -0.658 0.262 0.271
Cl 0.0929 -1.2376 -2.5003 -0.014 0.092 0.049
C 2.4223 -0.3402 -3.6100 0.335 -0.261 -0.120
C 2.5783 -1.3225 -4.7716 -0.042 0.155 -0.110
Cl 1.4360 1.0170 -4.2001 -0.001 0.297 0.173
H -3.0139 4.0689 0.1615 -0.039 0.052 0.002
H -2.9742 5.8190 -0.0528 0.035 -0.056 0.029
H -4.3292 4.8802 -0.6868 0.024 0.102 0.036
H -2.2168 5.6644 -2.2598 -0.051 -0.060 -0.100
H -3.2002 4.2484 -2.5966 0.010 0.016 0.032
H -1.0630 3.3433 -2.7632 0.000 0.057 0.010
H -1.4802 2.9658 -1.0932 0.022 -0.074 -0.150
H -0.0526 5.5720 -1.6814 0.015 -0.061 -0.072
H -0.0419 4.6177 -0.2118 -0.065 0.118 -0.051
H 1.3102 3.7285 -2.7899 0.053 0.000 -0.062
H 2.1296 4.5394 -1.4589 -0.036 -0.019 -0.014
H 1.3255 2.7220 0.0719 -0.094 -0.177 -0.041
H 0.7402 1.8240 -1.3451 -0.081 0.042 0.142
H 3.1446 2.0297 -2.2632 0.036 -0.131 -0.077
H 3.6039 2.6332 -0.6944 -0.021 0.017 -0.084
H 4.8379 -0.4735 -1.6379 -0.021 0.103 -0.079
H 5.1669 1.2204 -1.3106 0.036 -0.108 -0.098
H 5.7031 0.7710 1.0097 -0.109 -0.055 0.027
H 6.5363 -0.4221 0.0229 -0.025 0.028 0.028
H 5.0734 -0.8881 0.9023 -0.008 0.083 0.013
H 3.7702 -2.0760 -1.0001 0.190 0.076 0.191
H 2.5407 -3.8035 -0.7820 -0.090 0.044 -0.029
H 1.1724 -2.7985 -0.3557 0.025 0.044 0.111
H 2.8588 -2.8640 1.9456 -0.060 -0.058 -0.012
H 2.8845 -4.4950 1.3138 -0.028 0.046 -0.042
H 0.1667 -4.0206 1.1958 0.056 -0.041 0.055
H 0.6056 -3.0419 2.5990 -0.025 -0.032 -0.107
H 0.9637 -4.7696 2.5695 0.003 -0.038 0.082
H 2.2049 -2.0911 -2.4944 0.128 0.031 0.149
H 3.3966 0.0829 -3.3628 -0.021 -0.009 0.046
H 1.6059 -1.5207 -5.2252 0.027 -0.097 0.092
H 3.2124 -0.8887 -5.5449 -0.018 -0.009 0.038
H 3.0199 -2.2641 -4.4381 0.061 0.045 -0.024
C 2.0787 -6.6178 -7.5624 0.036 -0.035 -0.022
O 2.2516 -6.3513 -6.1651 -0.007 0.006 0.015
C 1.3693 -5.4918 -5.6595 0.029 -0.007 -0.008
O 0.4852 -4.9478 -6.2660 -0.018 0.023 -0.010
O 1.6358 -5.3338 -4.3618 0.019 -0.034 0.053
C 0.7456 -4.4382 -3.6836 -0.006 0.019 -0.027
H 2.8608 -7.3247 -7.8202 -0.003 0.002 0.001
H 1.0981 -7.0507 -7.7491 -0.009 0.016 0.002
H 2.1868 -5.7027 -8.1412 -0.016 0.007 0.004
H -0.2771 -4.8099 -3.7156 -0.002 0.016 -0.036
H 0.7861 -3.4484 -4.1305 -0.068 -0.039 -0.029
H 1.0937 -4.4017 -2.6571 0.021 0.015 0.063
C -0.7467 9.1752 1.4359 0.016 0.029 0.046
O -1.0062 10.1122 0.3828 -0.001 0.005 -0.004
C -1.4263 9.5518 -0.7497 -0.001 0.013 0.031
O -1.5931 8.3739 -0.9289 -0.015 -0.084 -0.045
O -1.6326 10.5133 -1.6479 0.005 0.000 0.011
C -2.0919 10.0378 -2.9184 -0.011 0.041 -0.036
H -0.4178 9.7733 2.2797 0.000 0.000 -0.003
H -1.6501 8.6236 1.6888 0.001 -0.020 -0.016
H 0.0313 8.4743 1.1397 -0.013 -0.014 -0.011
H -3.0415 9.5171 -2.8113 0.008 -0.018 0.007
H -1.3598 9.3656 -3.3619 -0.004 -0.015 0.011
H -2.2128 10.9248 -3.5323 0.000 -0.002 0.003
C -0.0326 -9.1077 2.4357 -0.007 -0.027 0.093
O -0.3421 -8.9341 1.0460 -0.034 0.005 0.011
C 0.5762 -8.2647 0.3586 0.042 -0.088 -0.039
O 1.6097 -7.8274 0.7943 0.022 0.078 0.050
O 0.1693 -8.1683 -0.9083 -0.033 0.038 -0.011
C 1.0697 -7.4459 -1.7521 0.032 -0.023 -0.105
H -0.8652 -9.6649 2.8526 -0.009 0.002 -0.020
H 0.8925 -9.6660 2.5604 0.017 0.026 -0.013
H 0.0600 -8.1427 2.9296 0.027 0.002 -0.009
H 2.0433 -7.9316 -1.7806 0.012 0.028 0.035
H 1.1844 -6.4238 -1.3946 0.034 -0.010 0.022
H 0.6281 -7.4508 -2.7438 -0.054 -0.013 0.034
C -9.6077 5.8997 -1.9332 -0.053 -0.002 -0.008
O -9.2603 6.8018 -0.8773 0.006 0.010 0.005
C -7.9531 6.8748 -0.6309 0.042 0.023 0.058
O -7.0909 6.2659 -1.2075 -0.001 -0.059 -0.079
O -7.7574 7.7366 0.3656 -0.007 0.002 0.002
C -6.3810 7.8984 0.7326 0.001 0.033 0.045
H -10.6891 5.9502 -2.0124 0.003 0.000 0.000
H -9.1435 6.2085 -2.8678 0.017 -0.006 0.004
H -9.2915 4.8872 -1.6900 0.019 0.003 -0.004
H -5.8027 8.2742 -0.1093 0.007 -0.020 -0.008
H -5.9589 6.9514 1.0635 0.009 -0.011 -0.022
H -6.3822 8.6190 1.5444 -0.002 0.002 -0.002
C -0.2032 3.2450 3.7937 0.006 0.016 0.040
O -1.1282 3.6528 4.8154 0.017 -0.011 0.003
C -2.1789 4.3262 4.3647 -0.039 0.026 0.028
O -2.3948 4.6293 3.2194 0.020 0.011 -0.030
O -2.9675 4.6219 5.4023 0.020 -0.010 -0.008
C -4.1471 5.3491 5.0514 -0.033 0.005 0.046
H 0.5911 2.7176 4.3116 -0.013 -0.002 0.014
H -0.6837 2.5831 3.0809 -0.031 0.024 -0.016
H 0.1919 4.1188 3.2782 -0.002 -0.019 -0.039
H -4.7621 4.7733 4.3622 0.010 0.002 -0.016
H -3.8883 6.3018 4.5924 0.005 -0.003 -0.016
H -4.6765 5.5113 5.9853 0.002 0.000 -0.004
C 4.2350 -10.5189 5.9490 0.049 -0.013 0.012
O 3.4054 -10.4070 7.1111 -0.010 -0.003 0.008
C 2.1598 -10.0127 6.8583 0.025 0.011 0.007
O 1.7096 -9.7596 5.7706 -0.056 0.002 -0.064
O 1.4974 -9.9440 8.0107 0.006 -0.005 0.001
C 0.1348 -9.5234 7.8843 -0.022 0.002 0.045
H 5.2034 -10.8435 6.3162 -0.003 0.001 -0.001
H 3.8258 -11.2527 5.2574 -0.012 0.010 -0.006
H 4.3214 -9.5570 5.4475 -0.017 -0.001 -0.009
H -0.4237 -10.2203 7.2623 0.006 0.006 -0.015
H 0.0816 -8.5266 7.4508 0.003 -0.005 -0.017
H -0.2606 -9.5179 8.8950 0.000 0.000 -0.003
```
Positions in Å, forces in eV/Å.

The calculation puts the HOMO energy at -9.640 eV. The value obtained for the calculated total energy is -119829.24248 eV. The value obtained for the gap between HOMO and LUMO is 0.3653 Ha. As for the structure (SMILES): CCCCCCC[C@@]1(CC)OS(=O)(=O)O[C@@]1(NCCC)[C@@H](Cl)[C@@H](C)Cl.COC(=O)OC.COC(=O)OC.COC(=O)OC.COC(=O)OC.COC(=O)OC.COC(=O)OC. As for the net charge: 0.

Atom charges from the Löwdin analysis, given in e for atoms 1 to 4: C -0.09; C -0.25; C -0.22; C -0.21